1.
ORCA calculation (the ωB97M-V functional and the def2-TZVPD basis) on a molecular structure, C23H17BiN6O3SbSe5 at a distorted geometry.

Its HOMO-LUMO gap (alpha / beta) is 4.27 / 6.17 eV. As for the expectation value of S²: 0.776. The calculation puts the LUMO energy (alpha / beta) at 0.14160 / 0.14161 Eh. Its spin multiplicity is 2. The max |F| comes out at 1.40 eV/A. Its energy above the lowest of the compared OMol25 structures with the same formula, charge and spin is 0.00 kJ/mol. Its calculated total energy is -378321.0686 eV. As for the net charge: -2.

```
56
Properties=species:S:1:pos:R:3:lowdin_spin:R:1
Bi 1.0868 0.9820 0.6817 0.00
O -1.8082 4.0255 2.6460 0.00
C -1.3390 3.0124 2.1294 0.00
O -0.1200 2.6926 2.0412 0.00
C -2.3513 2.0143 1.5455 0.00
C -3.7144 2.2859 1.5988 0.00
C -4.5943 1.3563 1.0764 0.00
C -4.0945 0.1887 0.5164 0.00
C -2.7232 -0.0055 0.5085 0.00
N -1.8753 0.8893 1.0180 0.00
H -4.0340 3.2152 2.0481 0.00
H -5.6626 1.5378 1.1032 0.00
H -4.7477 -0.5599 0.0879 0.00
H -2.2709 -0.8943 0.0809 0.00
Se 6.2022 2.9677 -0.7529 0.02
Sb 4.8116 1.1124 -0.0335 0.03
Se 3.1511 2.1086 1.7636 0.01
Se 2.7253 0.3450 -1.4880 0.00
Se 6.0061 -0.6953 1.0213 0.02
Se -0.0685 -0.2507 -2.2486 0.16
N -0.2140 -1.6209 -1.0516 0.22
C -0.6221 -2.6771 -1.7730 0.02
C -0.8772 -3.9556 -1.2319 0.06
C -1.2812 -4.9945 -2.0489 0.06
C -1.4508 -4.7977 -3.4260 0.05
C -1.2077 -3.5631 -3.9985 0.07
C -0.7918 -2.4756 -3.2023 0.01
N -0.5660 -1.2399 -3.6793 0.24
H -0.7405 -4.1091 -0.1684 0.00
H -1.4577 -5.9742 -1.6207 0.00
H -1.7733 -5.6245 -4.0489 0.00
H -1.3348 -3.4063 -5.0628 0.00
N 0.4423 -5.9347 2.2526 0.00
C 0.3062 -4.8115 2.4566 0.00
C 0.0857 -3.4137 2.7491 0.00
C -0.9561 -3.0446 3.5938 0.00
C -1.1435 -1.7049 3.8709 0.00
C -0.2746 -0.7895 3.2933 0.00
N 0.7221 -1.1453 2.4861 0.00
C 0.9027 -2.4293 2.2022 0.00
H -1.6014 -3.8026 4.0181 0.00
H -1.9473 -1.3679 4.5093 0.00
H -0.3814 0.2757 3.4711 0.00
H 1.7104 -2.6761 1.5247 0.00
O 0.4031 2.7807 -0.8011 0.00
N 1.4004 3.4862 -1.2716 0.00
C 2.0996 4.2774 -0.4333 0.00
C 3.2503 4.8947 -0.8684 0.00
C 3.6573 4.7416 -2.1829 0.00
C 2.8772 3.9855 -3.0415 0.00
C 1.7587 3.3429 -2.5579 0.00
H 1.6964 4.3335 0.5667 0.00
H 3.8516 5.4354 -0.1536 0.00
H 4.5943 5.1652 -2.5132 0.00
H 3.1492 3.8417 -4.0767 0.00
H 1.1349 2.6700 -3.1259 0.00
```


2.
ORCA calculation (the ωB97M-V functional and the def2-TZVPD basis) on C3H7NO2 in the gas phase.

Its HOMO-LUMO gap is 10.61 eV. The calculation puts the LUMO energy at 0.02941 Eh. As for the SMILES: CC(=O)NCO. Its spin multiplicity is 1. The max |F| comes out at 0.90 eV/A. Its energy above the lowest of the compared OMol25 structures with the same formula, charge and spin is 138.69 kJ/mol. Its calculated total energy is -8809.0915 eV. As for the net charge: 0.

```
13
Properties=species:S:1:pos:R:3:lowdin_charge:R:1
C 1.0171 -1.6147 0.2797 0.00
C 1.1005 -0.1096 0.2465 -0.51
O 1.9173 0.5167 0.8590 0.11
N 0.0747 0.5112 -0.5373 0.02
C -1.0697 1.1101 0.1292 -0.28
O -2.2799 0.6905 -0.4483 -0.05
H 1.6009 -1.9920 1.1156 0.08
H 1.3468 -2.0078 -0.6810 0.09
H -0.0327 -1.8759 0.4013 0.08
H 0.4973 1.1358 -1.2136 0.12
H -0.9593 2.1943 0.0787 0.12
H -1.0784 0.7877 1.1692 0.13
H -2.1346 0.6536 -1.3989 0.08
```


Repeat the first record exactly.
ORCA calculation (the ωB97M-V functional and the def2-TZVPD basis) on a molecular structure, C23H17BiN6O3SbSe5 at a distorted geometry.

Its HOMO-LUMO gap (alpha / beta) is 4.27 / 6.17 eV. As for the expectation value of S²: 0.776. The calculation puts the LUMO energy (alpha / beta) at 0.14160 / 0.14161 Eh. Its spin multiplicity is 2. The max |F| comes out at 1.40 eV/A. Its energy above the lowest of the compared OMol25 structures with the same formula, charge and spin is 0.00 kJ/mol. Its calculated total energy is -378321.0686 eV. As for the net charge: -2.

```
56
Properties=species:S:1:pos:R:3:lowdin_spin:R:1
Bi 1.0868 0.9820 0.6817 0.00
O -1.8082 4.0255 2.6460 0.00
C -1.3390 3.0124 2.1294 0.00
O -0.1200 2.6926 2.0412 0.00
C -2.3513 2.0143 1.5455 0.00
C -3.7144 2.2859 1.5988 0.00
C -4.5943 1.3563 1.0764 0.00
C -4.0945 0.1887 0.5164 0.00
C -2.7232 -0.0055 0.5085 0.00
N -1.8753 0.8893 1.0180 0.00
H -4.0340 3.2152 2.0481 0.00
H -5.6626 1.5378 1.1032 0.00
H -4.7477 -0.5599 0.0879 0.00
H -2.2709 -0.8943 0.0809 0.00
Se 6.2022 2.9677 -0.7529 0.02
Sb 4.8116 1.1124 -0.0335 0.03
Se 3.1511 2.1086 1.7636 0.01
Se 2.7253 0.3450 -1.4880 0.00
Se 6.0061 -0.6953 1.0213 0.02
Se -0.0685 -0.2507 -2.2486 0.16
N -0.2140 -1.6209 -1.0516 0.22
C -0.6221 -2.6771 -1.7730 0.02
C -0.8772 -3.9556 -1.2319 0.06
C -1.2812 -4.9945 -2.0489 0.06
C -1.4508 -4.7977 -3.4260 0.05
C -1.2077 -3.5631 -3.9985 0.07
C -0.7918 -2.4756 -3.2023 0.01
N -0.5660 -1.2399 -3.6793 0.24
H -0.7405 -4.1091 -0.1684 0.00
H -1.4577 -5.9742 -1.6207 0.00
H -1.7733 -5.6245 -4.0489 0.00
H -1.3348 -3.4063 -5.0628 0.00
N 0.4423 -5.9347 2.2526 0.00
C 0.3062 -4.8115 2.4566 0.00
C 0.0857 -3.4137 2.7491 0.00
C -0.9561 -3.0446 3.5938 0.00
C -1.1435 -1.7049 3.8709 0.00
C -0.2746 -0.7895 3.2933 0.00
N 0.7221 -1.1453 2.4861 0.00
C 0.9027 -2.4293 2.2022 0.00
H -1.6014 -3.8026 4.0181 0.00
H -1.9473 -1.3679 4.5093 0.00
H -0.3814 0.2757 3.4711 0.00
H 1.7104 -2.6761 1.5247 0.00
O 0.4031 2.7807 -0.8011 0.00
N 1.4004 3.4862 -1.2716 0.00
C 2.0996 4.2774 -0.4333 0.00
C 3.2503 4.8947 -0.8684 0.00
C 3.6573 4.7416 -2.1829 0.00
C 2.8772 3.9855 -3.0415 0.00
C 1.7587 3.3429 -2.5579 0.00
H 1.6964 4.3335 0.5667 0.00
H 3.8516 5.4354 -0.1536 0.00
H 4.5943 5.1652 -2.5132 0.00
H 3.1492 3.8417 -4.0767 0.00
H 1.1349 2.6700 -3.1259 0.00
```